C27H29N5O4 in the gas phase at a distorted geometry, computed with ωB97M-V/def2-TZVPD.

XYZ file:
```
65
C27H29N5O4 | OMol25 | ωB97M-V/def2-TZVPD
C -5.76985 -5.25532 -1.01659
C -5.45456 -5.11873 0.46854
C -4.20592 -4.28149 0.74053
C -4.37579 -2.82305 0.32164
O -3.29465 -2.02157 0.80281
C -2.19223 -1.99400 0.08191
O -1.98664 -2.61020 -0.92757
C -1.16294 -1.01956 0.67858
C -1.29581 -0.95425 2.11096
N -1.39031 -0.88793 3.24885
C -1.43350 0.34193 0.05090
N -2.67974 0.60224 -0.20445
C -2.99350 1.70527 -0.92010
C -4.33431 2.03000 -1.17928
C -4.62348 3.09770 -1.98689
C -3.59446 3.86146 -2.55980
C -2.27911 3.56798 -2.31959
C -1.95067 2.48961 -1.47714
N -0.66519 2.22957 -1.17548
C -0.37891 1.22457 -0.36971
N 0.94022 0.98752 -0.08736
C 1.92132 1.76669 -0.82602
C 2.18781 3.11514 -0.14022
N 2.56703 2.98728 1.25051
C 3.97985 2.86366 1.55329
C 4.67483 1.59202 1.11497
C 4.72010 0.48948 1.95612
C 5.32121 -0.70975 1.57848
C 5.88032 -0.75961 0.32559
C 5.85228 0.34684 -0.52520
C 5.26113 1.52839 -0.15443
O 6.48622 0.03389 -1.69809
C 6.92153 -1.30152 -1.55821
O 6.53202 -1.79255 -0.29378
C 1.65362 2.12781 1.96224
C 1.38848 0.77028 1.27616
H -6.05405 -4.29863 -1.44644
H -4.90359 -5.63156 -1.55544
H -6.59349 -5.95012 -1.16317
H -6.30808 -4.67333 0.98437
H -5.29551 -6.11324 0.89030
H -3.98091 -4.30262 1.80959
H -3.35407 -4.70555 0.20492
H -4.42060 -2.73245 -0.76715
H -5.27025 -2.38936 0.77318
H -0.16048 -1.35981 0.39762
H -5.10675 1.42425 -0.73163
H -5.65098 3.35834 -2.19298
H -3.85206 4.69522 -3.19662
H -1.47752 4.15347 -2.74228
H 1.53929 1.93342 -1.83239
H 2.83695 1.17076 -0.87010
H 2.96293 3.66216 -0.67689
H 1.26085 3.69776 -0.17777
H 4.07756 2.96916 2.63774
H 4.47475 3.71992 1.08587
H 4.28160 0.55859 2.94053
H 5.35307 -1.55963 2.23903
H 5.25753 2.37612 -0.81983
H 6.47045 -1.92099 -2.34969
H 8.01906 -1.34262 -1.64763
H 2.02511 1.95879 2.97351
H 0.69419 2.65730 2.03209
H 0.64193 0.23818 1.86205
H 2.30669 0.17666 1.23706
```

Properties
* SMILES: CCCCOC(=O)[C@H](C#N)c1nc2ccccc2nc1N1CCN(Cc2ccc3c(c2)OCO3)CC1
* relative energy (zero: lowest compared OMol25 entry of this formula, charge and spin): 86.8 kcal per mole
* total energy: -1620.99548 a.u.
* HOMO-LUMO gap: 7.58 eV

A molecular structure, C29H29Cl2F3N8O2PSW at a distorted geometry, computed with ωB97M-V/def2-TZVPD.

XYZ file:
```
76
C29H29Cl2F3N8O2PSW | OMol25 | ωB97M-V/def2-TZVPD
W -0.14346 0.19068 0.22613
S 0.00713 0.36816 2.59744
C 1.72155 0.66973 2.59278
N 2.41722 1.01714 3.69585
N 1.81691 1.12873 4.78234
C 2.44424 1.61806 5.96879
C 3.75677 2.06871 5.95570
C 4.29089 2.58337 7.12298
C 3.52497 2.64488 8.28279
C 2.21841 2.17967 8.27910
C 1.67167 1.66061 7.11761
N 2.47874 0.59110 1.50286
N 1.88744 0.34092 0.39836
C 2.82295 0.28613 -0.70466
C 4.05734 -0.32501 -0.53924
C 4.93877 -0.37959 -1.60588
C 4.59190 0.17049 -2.83395
C 3.35875 0.78703 -2.98623
C 2.47266 0.84986 -1.91874
H 0.80800 0.95343 4.81189
H 4.33113 2.02501 5.04014
H 5.30926 2.94851 7.12622
H 3.94611 3.06124 9.18793
H 1.62046 2.22462 9.17924
H 0.65051 1.29319 7.10228
H 4.31121 -0.75460 0.42063
H 5.90445 -0.85095 -1.47370
H 5.28662 0.13577 -3.66403
H 3.09322 1.24050 -3.93398
H 1.54884 1.40059 -2.00479
C -1.84492 -1.34956 -4.97640
N -2.80713 -1.33447 -3.87494
C -3.60727 -0.11027 -3.95382
N -2.78812 1.10166 -3.94600
C -1.82326 1.03395 -5.04193
N -0.98320 -0.16699 -4.98928
C -0.05071 -0.14438 -3.87436
P -0.97079 -0.08763 -2.25066
C -2.16074 -1.48905 -2.58212
C -2.13126 1.30910 -2.66214
H -2.40055 -1.37236 -5.91296
H -1.22897 -2.24720 -4.90897
H -4.30616 -0.08111 -3.11733
H -4.17278 -0.13303 -4.88468
H -1.18638 1.91925 -5.01804
H -2.37282 1.02048 -5.98277
H 0.59026 0.73320 -3.94808
H 0.58454 -1.03090 -3.89581
H -2.91619 -1.51483 -1.80032
H -1.61191 -2.43064 -2.54915
H -1.56681 2.24137 -2.67561
H -2.87290 1.38254 -1.86797
O -1.11424 -1.60028 0.34152
N -2.27798 -1.13763 0.51370
O -2.20858 0.09784 0.43161
F 0.56275 9.66328 0.54716
C 0.60372 9.08868 -0.66824
F 1.75796 9.44740 -1.24603
F -0.39618 9.62412 -1.38846
C 0.45867 7.59336 -0.56645
C 1.47187 6.75036 -0.98903
C 1.30459 5.37725 -0.89400
C 0.12243 4.85070 -0.37655
C -0.89305 5.71265 0.05225
C -0.72298 7.08056 -0.04470
C -0.05289 3.42807 -0.28104
C -0.19232 2.22205 -0.19676
H 2.38534 7.16394 -1.39199
H 2.08850 4.70592 -1.22062
H -1.80742 5.29792 0.45497
H -1.50420 7.75544 0.28165
Cl 1.80926 -2.99740 1.38869
C 1.45581 -3.74816 -0.16762
Cl 1.27631 -2.54050 -1.47011
H 0.52370 -4.28761 -0.08504
H 2.28740 -4.38530 -0.43275
```

Properties
* relative energy (zero: lowest compared OMol25 entry of this formula, charge and spin): 0.0 kcal per mole
* 2S+1: 3
* total energy: -3737.26688 a.u.
* HOMO-LUMO gap (alpha / beta): 5.78 / 6.26 eV
* net charge: +1

C5H10O in the gas phase at a distorted geometry, computed with ωB97M-V/def2-TZVPD.

XYZ file:
```
16
C5H10O | OMol25 | ωB97M-V/def2-TZVPD
C -1.29055 -0.27829 1.04807
C 0.09120 -0.33300 0.38894
C 0.38301 -1.70938 -0.21322
C 0.19861 0.73559 -0.68211
C 1.08238 2.11897 -0.71322
O 1.51646 0.95726 -1.18249
H -1.48027 0.69871 1.50939
H -1.37940 -1.04152 1.82964
H -2.08566 -0.46399 0.31357
H 0.85996 -0.11091 1.14267
H 0.36066 -2.48524 0.56169
H 1.36980 -1.72532 -0.68768
H -0.36736 -1.97241 -0.97084
H -0.54984 0.67476 -1.47958
H 0.59902 2.85484 -1.31459
H 0.69197 2.07994 0.44976
```

Properties
* SMILES: CC(C)[C@H]1CO1
* relative energy (zero: lowest compared OMol25 entry of this formula, charge and spin): 76.3 kcal per mole
* total energy: -271.63104 a.u.
* HOMO-LUMO gap: 10.09 eV

A molecular structure, C27H35MnN2O at a distorted geometry, computed with ωB97M-V/def2-TZVPD.

XYZ file:
```
66
C27H35MnN2O | OMol25 | ωB97M-V/def2-TZVPD
C 0.99325 -2.09631 0.69350
C 1.41732 -1.26055 -0.39341
C 0.53788 -1.51484 -1.51885
C -0.47024 -2.44759 -1.08469
C -0.20191 -2.78325 0.29351
Mn -0.62830 -0.66450 0.10093
C -2.95137 1.20718 -1.28793
C -2.31937 0.72783 -0.11777
H -2.32783 1.37088 0.79384
C -2.55201 -0.70525 0.21534
H -3.04399 -1.35860 -0.52814
H -2.85599 -1.02077 1.23911
C -3.15537 2.68002 -1.43843
H -2.73992 3.43614 -0.73703
H -3.04725 3.14297 -2.43759
H -4.30940 2.81654 -1.23031
C -2.66945 0.48439 -2.55384
H -1.81319 -0.21288 -2.67791
H -3.55887 -0.18868 -2.60939
H -2.71361 1.06353 -3.48927
C 2.65689 -0.44970 -0.40009
H 2.80882 0.06797 0.56135
H 3.54821 -1.06986 -0.58812
H 2.61249 0.33068 -1.17129
C 0.79139 -1.08546 -2.91707
H 1.17640 -0.05691 -2.94355
H 1.53821 -1.74097 -3.39973
H -0.11972 -1.13016 -3.53163
C -1.48245 -3.12628 -1.94028
H -1.68430 -2.55997 -2.85960
H -1.14036 -4.12980 -2.24515
H -2.43578 -3.26418 -1.40944
C -0.90681 -3.82900 1.08437
H -1.95796 -3.92784 0.78175
H -0.43343 -4.81491 0.94733
H -0.88560 -3.60799 2.16113
C 1.74200 -2.31991 1.95873
H 1.06995 -2.51531 2.80783
H 2.40732 -3.19250 1.86374
H 2.37131 -1.45800 2.21913
C 1.37335 1.97326 -1.39828
C 0.02341 2.45787 -1.93784
C 2.44703 2.78715 -1.52822
C 0.19418 2.59056 -3.30690
H -1.05101 2.59079 -1.80562
C 2.53017 3.03359 -3.00768
H 3.44631 2.90150 -1.24504
C 1.47418 2.84136 -3.84593
H -0.72377 2.48006 -3.89749
H 3.47718 3.28164 -3.47303
H 1.45134 2.89788 -4.89406
N 2.75423 2.02586 5.08982
C 2.40533 1.63067 3.82223
O 3.24441 1.73704 2.86002
C 1.08501 0.99744 3.63074
C 0.28435 0.53203 4.69646
C -0.83080 -0.24579 4.40156
C -1.08626 -0.60317 3.07729
N -0.37489 -0.07281 2.05280
C 0.70411 0.72157 2.32317
H 3.53075 2.57942 5.21575
H 1.97609 2.13969 5.79407
H 0.53094 0.76586 5.72490
H -1.51060 -0.61840 5.16079
H -1.86921 -1.32446 2.83025
H 1.24718 1.10326 1.44916
```

Properties
* relative energy (zero: lowest compared OMol25 entry of this formula, charge and spin): 24.7 kcal per mole
* 2S+1: 4
* total energy: -2385.07520 a.u.
* HOMO-LUMO gap (alpha / beta): 6.60 / 7.34 eV
* net charge: +1

Repeat the first record exactly.
C27H29N5O4 in the gas phase at a distorted geometry, computed with ωB97M-V/def2-TZVPD.

XYZ file:
```
65
C27H29N5O4 | OMol25 | ωB97M-V/def2-TZVPD
C -5.76985 -5.25532 -1.01659
C -5.45456 -5.11873 0.46854
C -4.20592 -4.28149 0.74053
C -4.37579 -2.82305 0.32164
O -3.29465 -2.02157 0.80281
C -2.19223 -1.99400 0.08191
O -1.98664 -2.61020 -0.92757
C -1.16294 -1.01956 0.67858
C -1.29581 -0.95425 2.11096
N -1.39031 -0.88793 3.24885
C -1.43350 0.34193 0.05090
N -2.67974 0.60224 -0.20445
C -2.99350 1.70527 -0.92010
C -4.33431 2.03000 -1.17928
C -4.62348 3.09770 -1.98689
C -3.59446 3.86146 -2.55980
C -2.27911 3.56798 -2.31959
C -1.95067 2.48961 -1.47714
N -0.66519 2.22957 -1.17548
C -0.37891 1.22457 -0.36971
N 0.94022 0.98752 -0.08736
C 1.92132 1.76669 -0.82602
C 2.18781 3.11514 -0.14022
N 2.56703 2.98728 1.25051
C 3.97985 2.86366 1.55329
C 4.67483 1.59202 1.11497
C 4.72010 0.48948 1.95612
C 5.32121 -0.70975 1.57848
C 5.88032 -0.75961 0.32559
C 5.85228 0.34684 -0.52520
C 5.26113 1.52839 -0.15443
O 6.48622 0.03389 -1.69809
C 6.92153 -1.30152 -1.55821
O 6.53202 -1.79255 -0.29378
C 1.65362 2.12781 1.96224
C 1.38848 0.77028 1.27616
H -6.05405 -4.29863 -1.44644
H -4.90359 -5.63156 -1.55544
H -6.59349 -5.95012 -1.16317
H -6.30808 -4.67333 0.98437
H -5.29551 -6.11324 0.89030
H -3.98091 -4.30262 1.80959
H -3.35407 -4.70555 0.20492
H -4.42060 -2.73245 -0.76715
H -5.27025 -2.38936 0.77318
H -0.16048 -1.35981 0.39762
H -5.10675 1.42425 -0.73163
H -5.65098 3.35834 -2.19298
H -3.85206 4.69522 -3.19662
H -1.47752 4.15347 -2.74228
H 1.53929 1.93342 -1.83239
H 2.83695 1.17076 -0.87010
H 2.96293 3.66216 -0.67689
H 1.26085 3.69776 -0.17777
H 4.07756 2.96916 2.63774
H 4.47475 3.71992 1.08587
H 4.28160 0.55859 2.94053
H 5.35307 -1.55963 2.23903
H 5.25753 2.37612 -0.81983
H 6.47045 -1.92099 -2.34969
H 8.01906 -1.34262 -1.64763
H 2.02511 1.95879 2.97351
H 0.69419 2.65730 2.03209
H 0.64193 0.23818 1.86205
H 2.30669 0.17666 1.23706
```

Properties
* SMILES: CCCCOC(=O)[C@H](C#N)c1nc2ccccc2nc1N1CCN(Cc2ccc3c(c2)OCO3)CC1
* relative energy (zero: lowest compared OMol25 entry of this formula, charge and spin): 86.8 kcal per mole
* total energy: -1620.99548 a.u.
* HOMO-LUMO gap: 7.58 eV

What is the relative energy (zero: lowest compared OMol25 entry of this formula, charge and spin) in the third record?
76.3 kcal per mole

Copy entry 3 word for word.
C5H10O in the gas phase at a distorted geometry, computed with ωB97M-V/def2-TZVPD.

XYZ file:
```
16
C5H10O | OMol25 | ωB97M-V/def2-TZVPD
C -1.29055 -0.27829 1.04807
C 0.09120 -0.33300 0.38894
C 0.38301 -1.70938 -0.21322
C 0.19861 0.73559 -0.68211
C 1.08238 2.11897 -0.71322
O 1.51646 0.95726 -1.18249
H -1.48027 0.69871 1.50939
H -1.37940 -1.04152 1.82964
H -2.08566 -0.46399 0.31357
H 0.85996 -0.11091 1.14267
H 0.36066 -2.48524 0.56169
H 1.36980 -1.72532 -0.68768
H -0.36736 -1.97241 -0.97084
H -0.54984 0.67476 -1.47958
H 0.59902 2.85484 -1.31459
H 0.69197 2.07994 0.44976
```

Properties
* SMILES: CC(C)[C@H]1CO1
* relative energy (zero: lowest compared OMol25 entry of this formula, charge and spin): 76.3 kcal per mole
* total energy: -271.63104 a.u.
* HOMO-LUMO gap: 10.09 eV